Density functional theory data (wB97M-V/def2-TZVPD) for a structure of composition C25H18F10N14OTi.

```
69
C25H18F10N14OTi (wB97M-V/def2-TZVPD)
F -0.98 1.24 -5.80
C -1.70 1.00 -4.70
C -1.44 -1.49 1.76
N 1.63 -0.18 -1.36
O 5.37 0.44 4.63
N -1.29 -0.73 -1.43
H -2.08 -2.36 1.92
F 0.32 3.00 1.36
F -3.89 0.29 -1.32
C 3.74 0.51 2.29
H -1.23 -3.65 0.18
C 3.30 0.85 3.56
C -2.29 -0.27 1.40
F 0.06 -0.27 -3.83
N 2.21 -1.41 -1.30
F -3.14 6.02 2.28
H 0.09 -3.03 -0.83
F -3.48 2.27 -5.55
C -1.78 -2.09 -1.22
C -3.24 2.49 1.48
Ti -0.10 0.19 -0.26
C 0.75 -2.48 1.48
C -3.66 3.77 1.79
N 0.04 1.91 -1.33
C -2.74 4.79 1.97
H 1.57 -2.62 0.78
C 4.32 1.04 4.65
C 1.08 0.75 2.70
H 0.01 0.85 2.82
C 2.82 0.33 1.28
C -1.00 3.21 1.52
C 1.93 0.96 3.76
F -4.97 4.03 1.91
C 0.94 2.40 -2.22
N 1.50 0.45 1.46
H 2.71 2.27 -3.20
N -0.75 3.66 -2.29
N -1.44 0.87 1.00
C -1.40 4.49 1.82
N -0.37 -1.81 0.78
N 2.16 1.85 -2.46
H -1.80 -2.64 -2.17
C 2.43 0.54 -2.14
H 0.42 -3.45 1.86
F -4.21 1.59 1.25
F -0.49 5.45 1.98
H 4.67 2.11 6.33
H -0.93 -1.28 2.71
C -1.17 0.22 -3.68
C -1.88 -0.03 -2.51
H 3.22 2.56 5.51
C -3.17 0.50 -2.43
N 0.48 3.48 -2.81
C -3.71 1.27 -3.44
N 3.28 -1.38 -2.01
H 1.52 1.19 4.74
H -2.85 -0.02 2.30
N 3.96 1.90 5.64
C -1.89 2.15 1.35
N -1.03 2.77 -1.43
C -2.97 1.53 -4.57
H 4.80 0.39 2.10
H -2.81 -2.08 -0.83
N 3.46 -0.16 -2.55
C -0.81 -2.75 -0.28
H 1.09 -1.88 2.32
H -3.02 -0.51 0.63
H 3.16 0.07 0.29
F -4.94 1.76 -3.31
```

Results
**Energy above the lowest of the compared OMol25 structures with the same formula, charge and spin**: 0.311 eV
**Gap between HOMO and LUMO**: 7.3 eV